C5H7FO2 | ωB97M-V/def2-TZVPD

Bonds (Å) are listed after each position.
Positions of all 15 atoms, in Å:
1 C 0.45 0.63 2.67  C2 1.539, H6 1.107, H7 1.069, H8 1.136
2 C 0.33 -0.19 1.37  C1 1.539, C5 1.533, H9 1.126, O13 1.439
3 C -0.04 0.34 -0.63  C4 1.554, C5 1.529, H10 1.088, O13 1.430
4 C 0.02 -0.59 -1.87  C3 1.554, H11 1.101, H12 1.117, F15 1.398
5 C -0.93 -0.15 0.51  C2 1.533, C3 1.529, O14 1.202
6 H -0.05 1.61 2.55  C1 1.107
7 H 1.47 0.82 2.91  C1 1.069
8 H 0.02 0.01 3.52  C1 1.136
9 H 0.70 -1.21 1.67  C2 1.126
10 H -0.31 1.35 -0.94  C3 1.088
11 H -0.99 -0.70 -2.30  C4 1.101
12 H 0.51 -1.56 -1.60  C4 1.117
13 O 1.10 0.25 0.23  C2 1.439, C3 1.430
14 O -2.10 -0.43 0.58  C5 1.202
15 F 0.86 0.11 -2.73  C4 1.398

Output
Lowest unoccupied orbital energy: 0.675 eV
Total energy: -12109.32448 eV
Energy relative to the best compared isomer or geometry (same formula, charge and spin): 63.1 kJ/mol
E_HOMO: -10.1 eV
SMILES: C[C@@H]1O[C@@H](CF)C1=O
Maximum force: 2.1 eV/Å
M: 118.11 u
Charge: 0

Results of the Mulliken charge analysis, in e, for atoms 1 through 2: C -1.28; C 0.43